# 1
This record from the OMol25 dataset describes a molecular structure, C43H54GeMgN2OSTe. The level of theory is ωB97M-V with the def2-TZVPD basis set.

Last column: Löwdin spin population.
CARTESIAN COORDINATES (ANGSTROEM)
Mg (-0.0294, -0.4856, -0.4411)  0.136
C (-1.7463, 0.7727, -2.9447)  0.011
C (-1.7076, 1.7346, -1.7958)  0.006
C (-2.3251, 2.9943, -1.9543)  0.000
C (-2.3855, 3.8374, -0.8872)  0.003
C (-1.8428, 3.4498, 0.3576)  0.000
C (-1.9232, 4.2836, 1.4940)  0.003
C (-1.3945, 3.8494, 2.6767)  0.000
C (-0.7689, 2.5957, 2.7633)  0.004
C (-0.6545, 1.7455, 1.6808)  0.000
S (0.1385, 0.1971, 1.8640)  0.022
C (-1.2174, 2.1851, 0.4428)  0.000
N (-1.1622, 1.3561, -0.6537)  0.016
H (-2.7562, 0.3693, -3.0495)  0.000
H (-1.0666, -0.0718, -2.8067)  0.012
H (-1.4833, 1.2646, -3.8802)  0.000
H (-2.7456, 3.2624, -2.9139)  0.000
H (-2.8560, 4.8097, -0.9754)  0.000
H (-2.4030, 5.2500, 1.4075)  0.000
H (-1.4455, 4.4721, 3.5605)  0.000
H (-0.3461, 2.2785, 3.7081)  0.000
C (4.9397, -1.6574, -3.6386)  0.009
C (4.0176, -2.6270, -4.3625)  0.002
C (2.5640, -2.1710, -4.4447)  0.031
C (1.8891, -1.9745, -3.0716)  0.089
Ge (2.0274, -0.1299, -2.4047)  0.450
C (1.5895, 1.2541, -3.7239)  0.074
C (2.8387, 1.8384, -4.3935)  0.020
C (2.5325, 3.0386, -5.2886)  0.006
C (1.6253, 2.7017, -6.4641)  0.000
H (5.9763, -1.9913, -3.6885)  0.001
H (4.6875, -1.5646, -2.5805)  0.004
H (4.8978, -0.6578, -4.0816)  0.002
H (4.0544, -3.6039, -3.8713)  0.000
H (4.3839, -2.7863, -5.3797)  0.001
H (1.9955, -2.9179, -5.0050)  0.004
H (2.5014, -1.2545, -5.0431)  0.003
H (2.3008, -2.6458, -2.3163)  0.000
H (0.8262, -2.2167, -3.1427)  0.004
H (3.3099, 0.2299, -1.6418)  0.045
H (1.0378, 2.0554, -3.2221)  0.005
H (0.9174, 0.8156, -4.4643)  0.000
H (3.3302, 1.0636, -4.9921)  0.001
H (3.5608, 2.1328, -3.6266)  0.002
H (3.4754, 3.4469, -5.6594)  0.001
H (2.0784, 3.8281, -4.6809)  0.000
H (2.0355, 1.8757, -7.0506)  0.000
H (1.5083, 3.5538, -7.1335)  0.000
H (0.6256, 2.4086, -6.1360)  0.000
C (-6.9385, -3.7997, 4.9735)  0.000
C (-5.9985, -3.1954, 3.9719)  0.000
C (-5.2177, -2.0964, 4.2956)  0.000
C (-4.3344, -1.5240, 3.3834)  0.000
C (-3.5040, -0.3435, 3.8244)  0.000
C (-4.2639, -2.0959, 2.1048)  0.000
Te (-3.1285, -0.9598, 0.7538)  0.001
N (-1.6494, -1.8914, -0.1388)  0.001
C (-0.6905, -2.7454, 0.2483)  0.001
O (0.4723, -2.4602, -0.1576)  0.025
C (-0.8638, -4.0158, 0.9991)  0.001
C (-0.1230, -5.1171, 0.5692)  0.000
C (-0.2480, -6.3337, 1.2166)  0.000
C (-1.0859, -6.4539, 2.3185)  0.000
C (-1.7960, -5.3524, 2.7702)  0.000
C (-1.6899, -4.1387, 2.1071)  0.000
C (-4.4718, -0.8240, -0.8720)  0.000
C (-4.4094, -1.5212, -2.0887)  0.000
C (-3.3833, -2.5533, -2.4745)  0.000
C (-5.3732, -1.2168, -3.0489)  0.000
C (-6.3681, -0.2711, -2.8505)  0.000
C (-7.3726, 0.0319, -3.9242)  0.000
C (-6.3984, 0.4004, -1.6362)  0.000
C (-5.4629, 0.1487, -0.6414)  0.000
C (-5.5775, 0.9149, 0.6531)  0.000
C (-5.0128, -3.2287, 1.7532)  0.000
C (-4.8762, -3.8958, 0.4204)  0.000
C (-5.8747, -3.7537, 2.7018)  0.000
H (-6.9531, -3.2294, 5.9003)  0.000
H (-6.6416, -4.8234, 5.2079)  0.000
H (-7.9549, -3.8387, 4.5798)  0.000
H (-5.2841, -1.6732, 5.2914)  0.000
H (-3.4808, -0.3023, 4.9119)  0.000
H (-3.9272, 0.6003, 3.4685)  0.000
H (-2.4681, -0.3885, 3.4806)  0.000
H (0.5443, -5.0079, -0.2746)  0.000
H (0.3170, -7.1884, 0.8688)  0.000
H (-1.1717, -7.4028, 2.8317)  0.000
H (-2.4281, -5.4325, 3.6452)  0.000
H (-2.2310, -3.2874, 2.4933)  0.000
H (-3.1192, -3.2272, -1.6704)  0.000
H (-2.4526, -2.0785, -2.7920)  0.000
H (-3.7625, -3.1387, -3.3106)  0.000
H (-5.3435, -1.7562, -3.9894)  0.000
H (-7.4984, -0.8134, -4.5991)  0.000
H (-7.0499, 0.8877, -4.5207)  0.000
H (-8.3440, 0.2771, -3.4962)  0.000
H (-7.1695, 1.1398, -1.4512)  0.000
H (-6.3342, 1.6918, 0.5602)  0.000
H (-4.6447, 1.4174, 0.9270)  0.000
H (-5.8697, 0.2666, 1.4840)  0.000
H (-3.8429, -3.8706, 0.0795)  0.000
H (-5.5007, -3.4152, -0.3358)  0.000
H (-5.1697, -4.9424, 0.4888)  0.000
H (-6.4560, -4.6338, 2.4485)  0.000

Cartesian forces (eV/Å) of the 3 atoms listed first:
-0.1 0.0 0.7
0.1 -0.1 0.0
-0.1 0.0 0.0

As for the multiplicity: 2. For the highest occupied orbital energy (spin up / spin down), the calculation gives -9.674 / -9.729 eV. The net charge is +1. The gap between HOMO and LUMO (spin up / spin down) is 7.19 / 5.73 eV. Its LUMO energy (spin up / spin down) is -2.481 / -4.000 eV.



# 2
This record from the OMol25 dataset describes a molecular structure, C43H56As2CdN2O4P. The level of theory is ωB97M-V with the def2-TZVPD basis set.

Last column: Löwdin charge in e.
CARTESIAN COORDINATES (ANGSTROEM)
Cd (-0.9392, 1.0438, 0.0048)  1.211
C (0.7483, -2.6082, -0.2562)  -0.453
C (1.7866, -1.5215, -0.5388)  -0.435
As (1.4662, 0.1185, 0.4744)  1.205
C (1.7648, -0.4500, 2.2881)  -0.424
C (0.7856, -0.2313, 3.2492)  -0.146
C (0.9770, -0.6800, 4.5497)  -0.071
C (2.1518, -1.3339, 4.8851)  -0.062
C (3.1421, -1.5312, 3.9301)  -0.069
C (2.9523, -1.0899, 2.6320)  -0.124
C (2.9894, 1.2229, 0.0728)  -0.411
C (3.8508, 0.9193, -0.9731)  -0.107
C (4.9669, 1.7182, -1.1947)  -0.065
C (5.2183, 2.8100, -0.3804)  -0.064
C (4.3556, 3.1135, 0.6641)  -0.071
C (3.2423, 2.3227, 0.8900)  -0.117
As (1.2691, -3.9565, 1.1249)  1.325
C (1.3119, -5.4948, -0.0762)  -0.434
C (0.2260, -5.8354, -0.8848)  -0.133
C (0.3097, -6.9048, -1.7604)  -0.079
C (1.4839, -7.6467, -1.8409)  -0.081
C (2.5655, -7.3172, -1.0421)  -0.082
C (2.4781, -6.2444, -0.1604)  -0.126
C (-0.5086, -4.2330, 1.9050)  -0.404
C (-1.2446, -3.1443, 2.3642)  -0.153
C (-2.4505, -3.3250, 3.0244)  -0.098
C (-2.9343, -4.6074, 3.2464)  -0.092
C (-2.2033, -5.7009, 2.8068)  -0.077
C (-0.9949, -5.5149, 2.1456)  -0.112
H (0.5516, -3.1786, -1.1642)  0.056
H (-0.2135, -2.1953, 0.0496)  -0.034
H (1.7653, -1.2170, -1.5882)  0.058
H (2.8047, -1.8558, -0.3263)  0.063
H (-0.1324, 0.2885, 2.9931)  0.080
H (0.2107, -0.5176, 5.2959)  0.111
H (2.3001, -1.6908, 5.8956)  0.111
H (4.0623, -2.0328, 4.1980)  0.112
H (3.7290, -1.2431, 1.8921)  0.107
H (3.6689, 0.0735, -1.6231)  0.094
H (5.6408, 1.4811, -2.0077)  0.111
H (6.0847, 3.4321, -0.5588)  0.116
H (4.5379, 3.9778, 1.2867)  0.111
H (2.5759, 2.5635, 1.7121)  0.108
H (-0.6957, -5.2658, -0.8191)  0.099
H (-0.5395, -7.1665, -2.3788)  0.105
H (1.5496, -8.4823, -2.5254)  0.106
H (3.4787, -7.8950, -1.1001)  0.106
H (3.3267, -5.9988, 0.4676)  0.090
H (-0.8773, -2.1364, 2.2119)  0.065
H (-3.0114, -2.4629, 3.3658)  0.105
H (-3.8717, -4.7528, 3.7681)  0.106
H (-2.5675, -6.7049, 2.9829)  0.107
H (-0.4395, -6.3810, 1.8071)  0.101
C (-0.5640, 6.4611, -0.1366)  -0.074
C (0.2598, 6.5459, -1.4135)  -0.197
N (1.6995, 6.5210, -1.1836)  -0.049
C (2.3178, 7.7188, -0.6055)  -0.187
C (2.6330, 7.5744, 0.8760)  -0.064
C (2.5260, 5.4898, -1.4669)  -0.418
O (3.7342, 5.5475, -1.2836)  0.067
C (1.9540, 4.2344, -2.0728)  -0.108
C (2.4471, 3.7905, -3.2911)  0.020
C (1.9591, 2.6088, -3.8211)  -0.034
C (1.0139, 1.9005, -3.1008)  -0.146
N (0.5643, 2.2889, -1.9070)  -0.006
C (1.0318, 3.4342, -1.4122)  -0.130
H (-1.6237, 6.3713, -0.3773)  0.080
H (-0.4364, 7.3541, 0.4758)  0.073
H (-0.2772, 5.6017, 0.4713)  0.060
H (0.0296, 7.4825, -1.9272)  0.124
H (-0.0007, 5.7472, -2.1056)  0.113
H (1.6285, 8.5457, -0.7801)  0.121
H (3.2334, 7.9216, -1.1598)  0.122
H (1.7399, 7.3311, 1.4520)  0.065
H (3.0410, 8.5073, 1.2661)  0.081
H (3.3739, 6.7908, 1.0284)  0.066
H (3.2039, 4.3675, -3.8070)  0.134
H (2.3061, 2.2348, -4.7742)  0.113
H (0.6022, 0.9786, -3.4972)  0.092
H (0.6590, 3.7240, -0.4350)  0.096
C (-2.2140, 2.7624, -0.0102)  -0.292
H (-2.8221, 2.7007, -0.9126)  -0.038
H (-1.5985, 3.6565, -0.0684)  -0.086
H (-2.8648, 2.8312, 0.8594)  -0.046
C (-5.4568, -3.2456, 0.6790)  -0.072
C (-4.4342, -3.5464, -0.3906)  -0.268
O (-4.0319, -2.3373, -1.0896)  -0.306
P (-2.7872, -1.5230, -0.4554)  0.816
O (-3.4372, -0.4113, 0.5144)  -0.385
C (-4.6580, 0.3170, 0.2089)  -0.276
C (-5.3516, 0.6447, 1.5066)  -0.062
O (-2.4444, -0.4990, -1.7068)  -0.393
C (-1.9719, -1.0695, -2.9478)  -0.294
C (-3.0933, -1.1812, -3.9532)  -0.065
H (-5.7592, -4.1750, 1.1637)  0.086
H (-6.3431, -2.7770, 0.2504)  0.086
H (-5.0432, -2.5898, 1.4448)  0.055
H (-4.8451, -4.1961, -1.1606)  0.120
H (-3.5453, -4.0271, 0.0321)  0.096
H (-5.2762, -0.2998, -0.4432)  0.111
H (-4.3745, 1.2170, -0.3325)  0.086
H (-5.5695, -0.2610, 2.0723)  0.071
H (-6.2933, 1.1561, 1.3045)  0.087
H (-4.7338, 1.2984, 2.1228)  0.075
H (-1.5099, -2.0425, -2.7457)  0.106
H (-1.1909, -0.3977, -3.3071)  0.091
H (-3.8439, -1.8965, -3.6240)  0.070
H (-2.6962, -1.5072, -4.9159)  0.085
H (-3.5710, -0.2114, -4.0915)  0.086

Cartesian forces (eV/Å) of the 3 atoms listed first:
0.1 0.7 -0.3
-0.1 -0.1 0.1
0.1 0.1 -0.1

As for the energy relative to the best compared isomer or geometry (same formula, charge and spin): 0.0 kJ/mol. For the highest occupied orbital energy, the calculation gives -10.488 eV. The net charge is +1. The gap between HOMO and LUMO is 8.25 eV. Its LUMO energy is -2.242 eV.



So what do the calculations give for DFT total energy? Going down the list: -4798.76495 -7063.08172 a.u..